Record 1
14
Properties=species:S:1:pos:R:3:forces:R:3:nbo_charge:R:1 method="wB97M-V/def2-TZVPD" e_tot_ev=-9739.5790 smiles="C/N=C/NC(N)=O" de_lowest_kcal_mol=79.7
C 2.2940 0.2723 -0.0720 1.98 -0.96 -1.21 -0.445
N 0.8721 0.2286 0.0160 -0.67 -3.28 1.27 -0.540
C 0.2873 -0.9459 0.1406 -1.85 5.63 -1.82 0.288
N -1.1347 -0.9409 0.0343 0.70 -6.79 2.46 -0.641
C -2.1170 0.0280 0.0597 1.72 0.67 -1.07 0.763
N -1.5214 1.1824 0.2692 1.17 7.66 -2.15 -0.854
O -3.2534 -0.1872 -0.1946 -2.33 -0.86 0.25 -0.606
H 2.8464 0.1465 1.1131 -1.43 1.10 -3.83 0.224
H 2.4081 1.3211 -0.8116 0.88 -3.14 2.65 0.232
H 2.6613 -0.7718 -0.7174 -0.43 3.09 1.68 0.167
H 0.7203 -1.8849 -0.0706 0.72 -1.14 0.45 0.182
H -1.5262 -1.8918 0.4581 0.87 2.61 -1.78 0.403
H -0.5046 1.3127 -0.1431 -2.09 -1.16 1.73 0.443
H -2.0322 2.1310 -0.0818 0.77 -3.42 1.38 0.384

=====

Record 2
111
Properties=species:S:1:pos:R:3:forces:R:3:lowdin_charge:R:1 method="wB97M-V/def2-TZVPD" e_tot_ev=-74942.3261 total_charge=+1 de_lowest_kcal_mol=96.2
C 39.5590 18.1300 2.3640 -2.84 2.93 -2.40 -0.051
C 39.9350 18.9980 3.5600 -4.47 -7.84 4.58 -0.138
N 41.0230 18.3820 4.2790 4.90 -0.35 2.12 -0.041
C 42.4370 18.5630 4.2670 -0.40 1.53 -2.06 0.019
C 43.0570 17.7370 5.1970 0.35 1.46 -1.46 0.002
N 42.0110 17.0790 5.7890 1.06 -0.91 2.56 -0.023
C 40.9070 17.5310 5.2730 -6.45 -2.59 0.10 -0.107
C 42.1520 16.2210 7.0280 -5.84 0.67 -1.47 0.066
H 38.4820 18.3200 1.9140 1.73 0.39 1.42 0.108
H 39.4570 17.1300 2.4900 0.52 -3.15 0.86 0.011
H 40.1090 18.3710 1.4430 0.56 -0.12 0.58 0.086
H 39.0950 18.9100 4.5700 1.76 0.80 -3.71 0.201
H 40.0340 19.8630 3.1750 1.39 6.70 -1.60 0.031
H 42.6420 19.3470 3.4920 1.11 -1.09 1.15 0.153
H 44.1310 17.5790 5.4800 -1.49 0.33 -0.41 0.160
H 39.8320 17.0650 5.4300 2.39 1.04 0.35 0.189
H 42.1510 16.6230 7.9780 -0.55 2.74 1.64 0.072
H 42.9860 15.7600 7.1070 6.07 -3.12 -0.97 0.023
H 41.4070 15.4130 7.2210 -0.07 0.63 -1.28 0.104
N 37.5400 16.4620 4.4000 -0.38 -1.08 -1.75 0.042
C 36.4530 16.8870 3.6740 2.56 -0.56 1.99 -0.095
C 35.9280 16.2800 2.5030 1.33 3.32 4.66 -0.093
C 36.3820 15.1400 2.0700 1.36 -4.14 -0.67 -0.063
C 37.4850 14.6180 2.8190 0.04 3.27 1.31 0.000
C 38.1260 15.3230 3.9260 -5.96 1.18 -3.77 -0.106
H 36.1030 17.7430 4.2540 -0.91 0.03 -1.19 0.104
H 35.1280 16.8160 2.2720 -3.63 1.65 -2.17 0.050
H 35.7810 14.5990 1.2640 1.51 0.49 1.05 0.150
H 37.9460 13.7820 2.4940 1.35 -2.87 -0.88 0.040
H 38.9250 14.9620 4.4100 2.94 -1.48 1.60 0.047
N 38.9850 16.5950 -4.2320 -1.50 1.11 -0.88 0.047
C 38.5080 17.7750 -3.8090 -1.59 0.89 2.38 -0.148
C 38.0910 18.0170 -2.4510 1.45 -4.06 -1.03 -0.059
C 38.1050 16.8390 -1.5820 -0.46 0.55 1.53 -0.052
C 38.5970 15.5640 -2.0470 -1.53 4.97 -2.98 -0.059
C 38.9040 15.5460 -3.4150 2.59 0.02 0.38 -0.170
H 38.1700 18.7420 -4.3360 1.69 -1.95 -0.77 0.129
H 38.0070 19.0800 -2.3390 -0.85 0.20 1.38 0.060
H 37.6730 16.8890 -0.4830 1.19 0.15 -2.18 0.106
H 38.8270 14.6790 -1.6080 -0.09 -2.15 2.25 0.057
H 39.4700 14.6650 -3.7900 -0.88 0.38 0.07 0.115
C 42.0040 19.9920 8.5840 3.30 0.34 -1.19 -0.034
C 43.3600 20.4000 8.4810 -0.67 1.00 -0.72 0.062
C 43.8050 21.2630 7.3980 -0.36 -1.87 2.93 -0.345
C 42.8870 21.5100 6.4640 -1.78 1.09 -2.26 -0.051
C 41.5240 21.1530 6.6580 -0.41 0.09 -3.40 -0.028
C 41.1140 20.2340 7.6120 -2.76 2.18 -1.53 -0.318
O 39.7620 19.7320 7.7720 0.80 1.62 -1.54 -0.020
O 45.0640 21.7400 7.2450 0.96 -2.24 0.40 0.062
H 41.5870 19.3670 9.2610 -0.27 -1.90 2.91 0.078
H 44.0200 20.0980 9.2600 0.55 -0.01 0.42 0.104
H 43.3120 22.0010 5.5260 -1.29 -0.31 1.27 0.152
H 40.8540 21.5020 5.8080 0.54 -0.61 1.26 0.128
H 39.1160 20.2460 7.1800 1.71 -0.98 1.26 0.130
H 45.1570 22.6700 7.2820 -0.33 1.45 0.08 0.097
C 36.2520 19.7150 0.8830 -1.01 -2.33 -3.01 0.041
C 35.1340 18.9270 0.1980 2.15 3.61 4.47 0.030
C 33.9480 18.8600 0.9230 0.43 -2.77 -2.72 -0.350
C 33.7940 19.2480 2.2110 1.94 1.55 1.56 0.004
C 34.8860 19.8080 2.8680 -0.04 -0.65 -2.29 -0.033
C 36.0840 20.0160 2.2350 1.98 1.90 -0.35 -0.258
O 37.1350 20.7720 2.9200 0.62 -3.72 -10.00 0.056
O 33.0040 18.0480 0.3090 0.81 -1.06 -1.19 0.006
H 37.1530 19.9160 0.1930 -1.28 -0.26 1.74 0.114
H 35.1300 18.4170 -0.7290 0.78 0.13 -1.04 0.092
H 32.9490 19.2160 2.8110 -1.89 -0.58 0.37 0.111
H 34.8830 20.1560 3.8290 -0.74 0.63 2.52 0.098
H 37.0260 21.0180 3.7270 -2.00 2.10 7.95 -0.013
H 33.5330 17.5030 -0.3870 -1.82 1.46 1.74 0.145
C 42.5670 13.0990 4.2910 3.10 0.81 -6.38 -0.066
C 42.0900 12.8540 2.8750 0.39 -0.15 0.16 0.025
C 40.7850 12.1720 2.6520 2.48 2.09 0.01 -0.347
C 40.0340 11.8680 3.7530 -1.18 -2.10 3.69 -0.049
C 40.5150 12.1110 5.0960 -0.61 0.18 -1.98 -0.003
C 41.7530 12.7570 5.2860 -0.13 -2.14 4.38 -0.336
O 42.2840 12.6630 6.6550 0.71 0.81 -1.66 -0.054
O 40.3000 11.9710 1.3990 3.16 1.83 -0.49 0.056
H 43.7800 13.4630 4.3300 -3.89 -1.00 0.37 0.179
H 42.8500 13.1330 1.9530 -2.37 -0.86 2.53 0.154
H 39.1240 11.1040 3.7410 1.76 2.08 -0.45 0.163
H 39.8820 11.7430 5.9180 0.71 0.34 -0.27 0.117
H 43.2880 12.7730 6.6470 -2.10 -0.21 -0.32 0.121
H 39.5450 11.4550 1.3140 -2.08 -1.55 0.43 0.070
C 40.7370 14.4000 9.9580 -3.88 -0.68 -4.24 0.059
C 40.0350 13.6690 8.7780 -3.09 7.58 4.78 0.044
C 38.7560 14.1040 8.3100 2.16 1.61 1.30 -0.356
C 38.2850 15.3900 8.6670 3.12 -0.90 2.21 -0.012
C 38.9800 16.1060 9.6320 1.48 -2.49 -0.74 -0.012
C 40.1890 15.6430 10.2600 -1.09 0.84 -1.68 -0.351
O 40.8840 16.5640 10.9610 1.34 1.98 1.79 -0.002
O 38.0290 13.3160 7.5350 -2.95 -0.37 -2.86 0.019
H 41.4910 13.8360 10.4200 1.26 0.04 0.60 0.088
H 40.3530 12.8090 8.5170 2.32 -5.95 -1.76 0.016
H 37.4880 15.8730 8.2480 -2.27 0.68 -1.21 0.080
H 38.6800 17.0680 9.8700 -0.64 1.78 0.45 0.085
H 40.6670 17.5610 11.0020 -0.42 -2.92 -0.58 0.155
H 37.2090 13.7730 7.0670 2.73 -1.09 1.73 0.183
C 38.4500 21.9390 -1.3620 -0.31 -0.60 -3.11 0.038
C 38.6160 21.8910 -2.8810 2.07 -0.68 5.19 0.059
C 39.8510 21.3930 -3.3160 -0.51 0.20 -0.25 -0.401
C 40.8120 20.9130 -2.4770 -1.22 1.00 3.19 -0.029
C 40.5650 20.9300 -1.0950 3.94 -2.67 -2.09 -0.040
C 39.4380 21.3480 -0.5660 -4.60 1.72 3.51 -0.273
O 39.2210 21.2180 0.8980 14.67 -1.91 -7.63 0.065
O 40.2060 21.3120 -4.6110 2.72 -2.77 -0.93 0.012
H 37.5170 22.2800 -0.8610 0.74 -0.10 -0.78 0.121
H 37.9480 22.2500 -3.5830 -1.51 0.76 -0.95 0.084
H 41.7840 20.6570 -2.8160 0.65 -0.47 -0.36 0.112
H 41.3270 20.3440 -0.5990 -0.08 0.45 0.96 0.123
H 38.4830 21.3200 1.2070 -13.25 2.04 4.63 -0.120
H 41.0360 20.5990 -4.5310 -3.23 2.94 -1.19 0.199

=====

Record 3
56
Properties=species:S:1:pos:R:3:forces:R:3:nbo_charge:R:1 method="wB97M-V/def2-TZVPD" e_tot_ev=-37208.1504 total_charge=+1
C -1.3678 -0.1263 -5.4101 -0.06 0.16 -0.14 -0.636
C -0.5953 -0.3085 -4.1022 0.26 -0.02 -0.64 0.238
C -0.3104 -1.7876 -3.9387 0.30 -0.16 0.12 -0.628
C 0.6498 0.6823 -3.9668 0.11 -0.55 -0.32 0.249
C 1.7079 0.2005 -2.9630 0.03 -0.05 0.13 -0.642
C 1.3682 1.0409 -5.2510 -0.05 -0.11 -0.36 -0.631
O 0.0398 1.8733 -3.4226 -0.54 -0.79 0.54 -0.705
B -1.0069 1.3667 -2.6729 0.18 -0.02 0.15 1.152
C -1.5625 2.0993 -1.4138 -0.28 0.36 -0.05 -0.815
C -1.3365 1.3412 -0.1371 0.05 0.28 0.35 -0.107
C -0.6366 1.8220 0.9014 -0.28 -0.12 -0.76 -0.447
O -1.4524 0.1064 -3.0138 0.71 0.77 0.08 -0.710
H -0.7852 -0.5025 -6.2618 -0.11 0.14 0.20 0.220
H -2.2968 -0.7110 -5.3614 0.23 0.19 0.05 0.225
H -1.6310 0.9234 -5.5978 0.10 -0.22 0.08 0.220
H 0.3522 -2.1384 -4.7397 -0.08 0.04 0.19 0.219
H 0.1423 -2.0170 -2.9694 -0.01 0.05 -0.14 0.213
H -1.2514 -2.3446 -4.0119 0.17 0.12 0.01 0.225
H 2.2458 -0.6735 -3.3511 -0.17 0.14 0.09 0.220
H 2.4448 1.0036 -2.8143 -0.27 -0.19 -0.04 0.225
H 1.2828 -0.0549 -1.9807 0.00 0.04 -0.26 0.207
H 1.8493 0.1495 -5.6739 -0.13 0.17 0.01 0.216
H 0.7008 1.4763 -5.9998 0.07 -0.10 0.14 0.226
H 2.1568 1.7697 -5.0360 -0.16 -0.10 0.01 0.225
H -1.1293 3.1037 -1.3528 -0.18 -0.13 0.05 0.239
H -2.6423 2.1801 -1.6124 0.07 0.13 0.34 0.255
H -1.8143 0.3580 -0.1019 0.14 0.17 0.19 0.198
H -0.5202 1.2851 1.8351 0.01 0.02 -0.46 0.163
H -0.1438 2.7908 0.8209 -0.15 -0.12 0.14 0.204
F -0.0625 -4.6996 0.5474 -0.99 0.26 1.01 -0.313
C -1.0873 -4.5822 1.4556 -0.04 -1.89 -0.94 0.954
F -2.2506 -4.7422 0.7645 1.06 0.28 0.71 -0.308
F -0.9788 -5.6494 2.3130 -0.06 1.27 -0.77 -0.311
C -1.0156 -3.2691 2.1800 -0.16 0.21 -0.17 0.036
C -2.0856 -2.3787 2.1139 0.13 0.13 0.18 -0.226
C -1.9732 -1.1571 2.7524 0.16 0.46 0.22 -0.078
C -0.7557 -0.7514 3.3719 -0.32 -0.97 -0.21 -0.181
C -0.6448 0.5679 3.8936 0.56 -0.57 0.78 0.149
C 0.5748 1.2428 4.1658 0.37 0.23 0.39 -0.105
C 0.6243 2.2628 5.1663 0.00 0.14 -0.45 -0.106
C 1.7568 3.0511 5.3162 -0.07 -0.11 0.19 -0.227
C 2.8743 2.8600 4.4857 -0.48 -0.28 -0.14 -0.076
C 2.8726 1.8167 3.5477 -0.07 -0.22 0.06 -0.230
C 1.7641 0.9879 3.4214 0.08 -0.06 -0.05 -0.116
C 0.2734 -1.7361 3.4930 0.07 0.51 -0.06 -0.119
C 0.1411 -2.9741 2.8960 0.15 0.14 0.25 -0.209
H -2.9907 -2.6360 1.5759 0.12 -0.03 0.11 0.265
H -2.8196 -0.4722 2.7695 0.19 -0.06 -0.19 0.238
H -1.5788 1.0657 4.1724 0.24 -0.02 -0.17 0.241
H -0.2367 2.3768 5.8259 0.20 0.21 -0.23 0.232
H 1.7831 3.8269 6.0839 -0.05 -0.28 -0.25 0.248
H 3.7395 3.5204 4.5671 -0.27 -0.22 0.01 0.245
H 3.7440 1.6480 2.9114 -0.29 0.05 0.25 0.247
H 1.7857 0.1455 2.7243 -0.06 0.58 -0.01 0.237
H 1.1566 -1.5169 4.0939 -0.23 -0.06 -0.20 0.239
H 0.9321 -3.7164 2.9909 -0.20 0.16 -0.03 0.257

=====

Record 4
33
Properties=species:S:1:pos:R:3:forces:R:3:nbo_charge:R:1 method="wB97M-V/def2-TZVPD" e_tot_ev=-60156.5540 smiles="O=c1c2c([N+](=O)[O-])cc([N+](=O)[O-])cc2sn1-c1ccc(OC(F)(F)Cl)cc1" de_lowest_kcal_mol=0.0
O -0.5325 0.5753 1.8225 1.34 0.20 -1.48 -0.574
C 0.3550 0.5533 0.9526 -3.28 -0.68 3.26 0.622
C 1.7875 0.7442 1.2538 0.53 0.67 -0.49 -0.132
C 2.5245 1.1245 2.4195 1.38 -0.66 -2.74 0.162
N 1.9091 1.4700 3.6477 -1.14 -0.77 3.07 0.482
O 0.9389 2.2001 3.6322 0.78 -0.10 -0.24 -0.300
O 2.3633 0.9152 4.6741 -0.40 1.01 -1.70 -0.371
C 3.9210 1.1737 2.3557 0.46 -0.15 -0.35 -0.175
C 4.6607 0.8854 1.1635 -4.33 -0.24 -0.57 0.046
N 6.0707 0.9125 1.0675 3.64 -0.48 0.44 0.491
O 6.5975 0.6838 -0.0382 -1.12 0.56 1.77 -0.355
O 6.7257 1.0858 2.1182 -1.45 -0.08 -1.84 -0.348
C 3.9032 0.5403 0.0254 0.84 0.29 -0.38 -0.143
C 2.5043 0.5104 0.0971 0.53 -0.45 -0.38 -0.163
S 1.4915 0.0849 -1.2908 0.64 0.02 -0.01 0.544
N 0.0775 0.1496 -0.3405 0.87 0.36 0.18 -0.538
C -1.1737 -0.3277 -0.8537 -1.10 -0.31 -0.33 0.112
C -2.4319 0.1758 -0.4350 0.97 -0.55 -0.51 -0.179
C -3.5851 -0.3017 -1.0298 -1.33 -0.49 -0.43 -0.284
C -3.5971 -1.3171 -2.0287 0.35 0.59 0.99 0.366
O -4.7054 -1.8908 -2.6719 -1.93 0.95 0.60 -0.512
C -6.0298 -1.4687 -2.3214 1.33 -0.39 0.44 0.897
F -6.2549 -1.8322 -1.0073 0.11 1.00 -1.59 -0.322
F -6.9392 -2.1042 -3.0663 1.13 -0.02 0.39 -0.293
Cl -6.2775 0.2977 -2.6565 0.05 -0.94 0.54 -0.043
C -2.3759 -1.8560 -2.3767 0.67 -0.15 -0.83 -0.271
C -1.1919 -1.3400 -1.8318 0.65 0.07 0.64 -0.211
H 4.4756 1.4369 3.2407 0.01 0.04 0.18 0.274
H 4.3749 0.3276 -0.9537 -0.07 0.15 0.91 0.262
H -2.5205 0.8908 0.3627 0.13 0.18 0.04 0.254
H -4.5326 0.1296 -0.6871 0.48 -0.28 -0.12 0.238
H -2.3132 -2.6442 -3.1533 -0.11 0.54 0.69 0.239
H -0.2197 -1.7848 -2.0904 -0.62 0.11 -0.15 0.225

=====

One value per record, in order, for HOMO energy: -9.5 -9.9 -11.9 -9.0 eV.